C6H33N2O11 | ωB97M-V/def2-TZVPD

Computed properties:
E_HOMO: -0.4475 hartree
energy above the lowest of the compared OMol25 structures with the same formula, charge and spin: 115.08 kcal per mole
total charge: +1
frontier orbital gap: 10.0 eV

Each line ends with the Löwdin charge.
CARTESIAN COORDINATES (ANGSTROEM)
C: 1.77054 3.82684 -0.27301  -0.09
C: 2.74952 2.73014 -0.17382  -0.32
C: 2.39277 1.46675 0.46979  -0.16
C: 1.42837 0.64071 -0.32766  -0.18
C: 1.17663 0.27421 -1.66766  -0.01
N: 0.03162 -0.48279 -1.81552  0.12
C: -0.39864 -0.71153 -0.52263  -0.06
N: 0.38734 -0.02904 0.31571  0.14
H: 1.05654 3.82772 0.51088  0.06
H: 1.22666 3.75500 -1.30236  0.13
H: 2.23172 4.68364 -0.26604  0.01
H: 3.75500 3.04882 0.37237  0.16
H: 3.04977 2.55888 -1.16033  0.09
H: 1.90654 1.63315 1.65451  0.20
H: 3.31152 0.78498 0.49677  0.14
H: 1.89179 0.42182 -2.48640  0.14
H: -0.34749 -1.07771 -2.58535  0.13
H: -1.31090 -1.23336 -0.24840  0.14
H: 0.33496 -0.14829 1.36733  0.13
H: -0.70132 0.26947 3.13881  0.00
H: 0.41937 -0.31862 3.96524  0.00
O: 0.05607 -0.35750 3.11753  -0.07
H: 1.63354 2.20804 4.64523  0.03
H: 0.34218 2.16498 5.01116  0.07
O: 1.00004 1.51748 4.66832  -0.05
H: 2.22800 -2.71549 -0.63542  -0.03
H: 3.18187 -2.93456 0.45360  0.07
O: 2.26592 -2.60550 0.30543  -0.06
H: -4.56295 -0.78226 1.68825  0.03
H: -3.25636 -1.46228 1.52161  0.03
O: -3.78291 -0.76963 1.20105  0.01
H: -3.18834 -1.08095 -3.33428  0.09
H: -2.66558 -1.98387 -4.53306  0.11
O: -2.39788 -1.66586 -3.60317  -0.11
H: 0.34056 -3.75020 0.49986  -0.04
H: -0.40365 -5.05390 0.39737  0.01
O: -0.35892 -4.18630 0.14538  0.04
H: -1.43618 2.07975 2.13140  0.01
H: -2.22631 1.98675 3.34212  0.02
O: -1.45043 1.72983 2.97939  0.04
H: 2.34863 -3.59855 -2.89147  0.05
H: 3.31620 -2.31126 -2.93480  0.11
O: 2.87063 -3.00672 -2.33480  -0.08
H: -3.99964 0.11549 -0.43787  0.04
H: -2.90047 -0.34141 -1.44380  -0.07
O: -3.63438 0.18481 -1.36296  -0.04
H: -3.11236 2.97261 -0.22446  -0.02
H: -2.22991 4.14652 0.00203  0.04
O: -2.33664 3.21905 0.16100  0.01
H: -1.19689 -3.01473 -3.21142  0.04
H: -0.53227 -3.48491 -1.95800  0.02
O: -0.27389 -3.14024 -2.82745  -0.09

Force components x, y, z for each atom (eV/Å):
-3.6 -3.7 -2.3
3.5 1.2 1.8
-0.7 -2.4 2.7
-3.0 -1.9 -1.4
2.0 1.1 -0.1
-0.1 -0.6 3.2
0.5 1.1 -1.2
-0.4 -0.5 0.8
-0.9 -0.1 0.8
0.6 0.1 1.9
2.5 4.9 0.0
-2.0 -0.2 -1.0
0.9 -0.7 -1.6
1.5 -0.7 -3.5
-1.0 1.1 0.6
-0.8 0.2 0.2
0.8 0.6 0.4
0.5 -0.1 0.0
0.0 0.2 -0.7
0.6 -0.2 0.2
1.2 0.2 1.9
-1.6 -0.7 -2.7
2.3 0.4 -0.4
-0.6 -1.4 -0.2
-1.5 1.3 1.0
-0.2 0.0 -1.4
-1.0 0.3 0.3
1.0 -0.3 1.2
-2.2 -0.1 1.4
1.1 -1.5 0.7
0.9 1.6 -1.8
1.6 -1.3 -0.5
0.6 0.8 2.0
-2.6 0.8 -1.7
3.7 1.7 1.9
0.1 -3.2 1.2
-3.7 1.7 -3.2
0.0 1.2 -2.8
-3.9 1.2 1.8
3.3 -1.8 0.7
0.0 0.3 -0.2
-1.2 -1.9 1.3
1.1 1.6 -1.3
1.0 -0.4 -1.4
2.6 -1.9 0.3
-3.5 2.4 0.7
-3.4 -1.1 -1.8
0.1 0.7 -0.1
3.4 0.2 2.0
1.7 -0.1 0.4
0.6 -0.3 0.3
-2.0 0.1 -0.4


C6H33NO11 | ωB97M-V/def2-TZVPD

Computed properties:
E_HOMO: -0.3359 hartree
energy above the lowest of the compared OMol25 structures with the same formula, charge and spin: 111.48 kcal per mole
structure (SMILES): CCN(C)[C@H](C)C=O.O.O.O.O.O.O.O.O.O.O
frontier orbital gap: 9.2 eV

Each line ends with the Löwdin charge.
CARTESIAN COORDINATES (ANGSTROEM)
C: -3.50047 0.35769 1.55331  -0.03
C: -2.04218 -0.28753 1.68244  -0.20
N: -1.44453 -0.75081 0.36493  -0.16
C: -1.98761 -2.10219 0.12560  -0.12
C: 0.01330 -0.82674 0.39164  -0.34
C: 0.47473 -0.80604 -1.09216  -0.01
C: 0.68445 -1.89745 1.19603  -0.17
O: 1.87806 -2.03067 1.10317  0.03
H: -3.37113 1.34963 1.88483  0.05
H: -4.25587 -0.20224 2.11349  0.07
H: -3.61001 0.41128 0.48522  0.05
H: -2.03120 -0.99010 2.48523  0.09
H: -1.34655 0.43148 2.05078  0.08
H: -1.99830 -2.88876 0.91213  0.09
H: -1.39225 -2.57385 -0.65476  0.06
H: -3.03184 -2.20262 -0.29242  0.10
H: 0.38751 0.18820 0.68875  0.11
H: -0.09312 -1.41625 -1.72493  0.03
H: 0.48049 0.18450 -1.61721  0.09
H: 1.49836 -1.12698 -1.10424  0.07
H: 0.07462 -2.25470 2.07237  0.15
O: 1.66036 4.75322 -0.32254  -0.06
H: 2.51528 4.34601 -0.16830  0.04
H: 1.04844 4.02132 -0.50000  -0.02
O: 2.10479 -4.40275 1.62338  -0.07
H: 2.52789 -4.98775 2.25169  0.03
H: 2.41437 -3.51197 1.81290  -0.02
O: 1.20706 1.62216 1.48990  -0.07
H: 0.99941 2.49598 1.13373  0.02
H: 1.70064 1.87480 2.27594  0.06
O: 4.93283 -1.88123 0.57419  -0.06
H: 5.07307 -1.66460 1.49395  0.03
H: 5.05724 -2.81078 0.31727  0.05
O: 3.32249 1.23969 -0.47739  -0.06
H: 2.62225 1.64441 0.04629  -0.02
H: 3.34959 0.32554 -0.15111  0.02
O: -1.50525 2.10831 -3.46601  -0.07
H: -2.28332 1.53777 -3.33173  0.01
H: -1.01192 1.79172 -4.23290  0.05
O: -0.02879 2.71465 -1.01459  -0.05
H: -0.03086 1.73984 -0.85415  0.03
H: -0.64665 2.74794 -1.75712  0.03
O: -2.02849 -2.64751 -3.11116  -0.07
H: -1.12595 -2.75933 -3.49522  0.07
H: -2.28944 -3.47999 -3.57079  0.07
O: -3.04055 0.18860 -2.33223  -0.06
H: -2.74172 -0.06916 -1.45204  0.00
H: -2.94107 -0.69789 -2.74963  0.04
O: 1.48222 4.15905 2.32221  -0.07
H: 1.20869 4.95710 1.84026  0.05
H: 1.06095 4.07900 3.18100  0.05

Force components x, y, z for each atom (eV/Å):
2.5 -1.7 -0.2
-0.4 1.1 -1.0
-2.1 -1.5 2.5
-0.8 -1.5 -1.5
-0.3 1.8 -2.6
1.1 1.2 0.4
-0.3 2.0 1.1
0.0 0.0 0.0
-0.4 1.2 0.6
0.1 0.2 -0.5
-1.0 -0.1 -0.4
-0.1 -1.4 0.3
0.4 1.1 0.1
0.3 1.0 0.5
0.0 0.1 -0.2
0.8 0.9 0.5
-0.3 -1.4 0.8
-0.9 -1.2 -0.7
-0.1 -0.6 0.9
0.6 -0.3 -0.2
0.5 -0.6 -0.6
-0.1 0.4 0.2
0.1 -0.1 -0.1
0.0 0.0 -0.3
0.0 -1.0 0.2
0.1 -0.2 0.1
0.0 0.3 -0.1
0.2 0.3 0.1
-0.3 0.2 0.1
0.1 -0.1 0.1
-0.2 0.2 -1.2
0.2 -0.8 0.2
0.0 0.6 1.0
0.1 -0.3 0.0
0.0 -0.2 0.1
0.1 0.3 -0.1
0.1 0.4 -0.1
0.4 -0.2 0.1
-0.3 0.0 0.2
-0.3 -1.6 0.4
0.2 1.1 0.0
-0.1 0.3 -0.5
1.3 -1.8 -1.7
-0.2 1.2 0.8
-1.1 0.6 0.8
-0.2 -1.6 -0.3
0.3 0.6 0.6
-0.2 0.8 -0.2
0.3 -0.1 0.0
0.0 -0.3 0.2
-0.2 0.6 -0.1


C6H33NO11 | ωB97M-V/def2-TZVPD

Computed properties:
E_HOMO: -0.3052 hartree
energy above the lowest of the compared OMol25 structures with the same formula, charge and spin: 115.48 kcal per mole
structure (SMILES): C/C=C/C(C)=C/N.O.O.O.O.O.O.O.O.O.O.O
frontier orbital gap: 8.3 eV

Each line ends with the Löwdin charge.
CARTESIAN COORDINATES (ANGSTROEM)
C: -0.40331 3.95794 -1.66035  -0.11
C: -0.22447 3.01761 -0.48878  -0.14
C: 0.18658 1.77233 -0.67291  -0.11
C: 0.52804 0.81596 0.41158  -0.30
C: 2.00836 0.96267 0.79432  -0.05
C: -0.21281 0.01551 1.16698  -0.16
N: 0.25536 -0.73425 2.24602  0.06
H: 0.46246 4.61028 -1.72944  0.05
H: -1.24666 4.61084 -1.41060  0.07
H: -0.63295 3.50817 -2.61965  0.07
H: -0.41240 3.48670 0.46831  0.11
H: 0.44405 1.34606 -1.64044  0.11
H: 2.60924 1.46690 0.03925  0.07
H: 2.53225 0.08502 1.13499  0.05
H: 2.04954 1.74212 1.56917  0.08
H: -1.28814 -0.08854 1.06011  0.11
H: -0.20262 -1.58914 2.49228  0.04
H: 1.26052 -0.85040 2.27566  0.07
O: 4.31655 -1.32958 -0.19358  -0.08
H: 3.83215 -2.12004 0.03305  0.00
H: 4.43411 -1.26229 -1.13855  0.02
O: -1.06955 -1.67684 -3.12844  -0.03
H: -1.76496 -2.00203 -3.68215  0.03
H: -0.74335 -0.89340 -3.57989  0.05
O: 2.42467 -0.99467 -1.91059  -0.04
H: 2.34398 -0.85304 -2.85367  0.05
H: 1.65517 -0.76809 -1.38909  0.02
O: 3.29359 -2.51136 2.09911  -0.04
H: 4.08549 -2.73108 2.59336  0.05
H: 2.93718 -3.29422 1.67636  0.04
O: -2.56101 -3.80382 1.13630  -0.04
H: -2.19902 -2.96703 0.82374  0.01
H: -3.02307 -3.64205 1.96264  0.05
O: -3.66940 0.36799 -2.62327  -0.06
H: -3.80218 -0.53378 -2.90064  0.03
H: -4.38918 0.78537 -2.14798  0.03
O: -2.92761 -1.63339 -0.86345  -0.07
H: -2.73777 -0.87492 -1.44429  0.00
H: -2.39235 -2.36405 -1.15759  0.02
O: -0.00373 -3.88628 2.55300  -0.06
H: -0.80499 -4.23139 2.12966  0.01
H: -0.32152 -3.13829 3.05906  0.01
O: -4.94094 0.82736 -0.00175  -0.06
H: -4.63445 0.08199 0.54667  0.04
H: -4.53724 1.44632 0.63153  0.05
O: 0.54483 1.47541 4.36590  -0.07
H: 0.88899 2.16402 3.78923  0.02
H: 0.59187 0.68380 3.80586  -0.01
O: 2.71952 4.12921 -1.89851  -0.05
H: 2.19914 3.78901 -2.62575  0.03
H: 2.54202 3.62538 -1.10279  0.02

Force components x, y, z for each atom (eV/Å):
-0.7 0.6 0.9
0.0 0.2 -1.6
-0.4 -1.1 1.1
1.8 0.4 0.5
-0.3 1.2 0.1
-1.2 -0.5 0.0
1.0 0.6 0.4
0.0 0.1 -0.2
0.0 0.0 -0.2
0.2 -0.4 0.0
0.1 -0.5 0.3
-0.2 0.6 -0.4
0.0 -0.6 -0.5
0.2 -0.3 0.0
0.0 -0.3 0.4
0.0 0.2 -0.4
-0.2 0.2 -0.5
0.0 -0.2 0.0
1.1 0.5 0.8
-0.1 -0.1 -0.2
-0.4 -0.3 -0.2
0.6 0.2 0.5
-0.6 -0.4 -0.6
0.0 0.1 0.0
0.8 -0.4 -0.2
-0.8 0.2 0.1
-0.5 0.2 -0.3
-0.4 0.5 0.0
0.0 -0.3 -0.1
0.0 -0.4 0.3
0.3 -0.5 0.0
-0.3 0.3 0.1
-0.1 0.3 -0.1
1.5 0.8 -0.6
-1.1 -0.1 0.1
-0.4 -0.7 0.3
-0.4 0.3 0.5
0.2 -0.2 0.3
0.4 -0.2 -0.4
0.0 -0.2 -0.1
0.1 0.0 -0.1
0.0 -0.2 0.4
0.9 -0.1 1.7
-0.5 -0.8 -1.1
-0.4 1.0 -0.8
0.1 -0.1 -0.2
0.0 0.1 0.1
-0.3 0.0 0.1
0.7 0.6 -0.1
-0.2 -0.4 0.2
-0.3 -0.3 -0.1


C6H33NO11 | ωB97M-V/def2-TZVPD

Computed properties:
E_HOMO: -0.3176 hartree
energy above the lowest of the compared OMol25 structures with the same formula, charge and spin: 146.06 kcal per mole
structure (SMILES): C=N/C=C/CCC.O.O.O.O.O.O.O.O.O.O.O
frontier orbital gap: 8.7 eV

Each line ends with the Löwdin charge.
CARTESIAN COORDINATES (ANGSTROEM)
C: -0.67355 3.25098 -0.67894  -0.03
N: 0.05301 2.21214 -0.71958  -0.03
C: -0.26127 0.93749 -0.20997  -0.17
C: 0.57289 -0.01948 -0.67042  -0.10
C: 0.98167 -1.26441 0.05584  -0.21
C: 2.08290 -2.11158 -0.53873  -0.25
C: 1.84171 -2.77630 -1.87504  -0.10
H: -1.66993 3.50519 -0.33038  0.08
H: -0.12221 4.10193 -1.11229  0.08
H: -0.91751 0.87326 0.66035  0.09
H: 1.27450 0.19868 -1.46639  0.10
H: 0.08335 -1.88846 0.21482  0.09
H: 1.11156 -1.15310 1.14184  0.12
H: 2.38863 -2.87185 0.20460  0.11
H: 3.01766 -1.54184 -0.62995  0.11
H: 1.22904 -3.70125 -1.86015  0.08
H: 1.15468 -2.14733 -2.44481  0.05
H: 2.71509 -3.10792 -2.43661  0.08
O: 0.79538 1.39484 2.58313  -0.05
H: 0.97139 1.09698 1.67906  0.00
H: 1.34761 2.17699 2.66846  0.05
O: -1.16599 -2.04489 -3.21077  -0.06
H: -0.99988 -2.64186 -2.46480  0.04
H: -2.13098 -2.11552 -3.22638  0.07
O: -0.64039 4.07903 2.12500  -0.05
H: -0.77479 3.52422 2.89626  0.03
H: 0.22239 4.49714 2.15945  0.04
O: -1.14553 0.68657 -3.90930  -0.06
H: -0.82677 0.10319 -3.21154  -0.02
H: -2.01186 0.95099 -3.58129  0.03
O: -0.69801 -0.25232 4.54119  -0.06
H: -0.13969 0.49028 4.28874  -0.01
H: -0.19452 -1.06202 4.42817  0.03
O: 3.02508 1.63254 -2.56434  -0.05
H: 3.77588 2.22753 -2.69565  0.06
H: 2.50630 1.87887 -3.34412  0.06
O: 2.60478 1.89832 0.13581  -0.08
H: 3.30460 2.53538 -0.06515  0.04
H: 2.20775 1.96592 -0.75331  -0.01
O: -2.29911 -0.94711 -0.88544  -0.05
H: -1.50614 -1.06423 -1.41422  0.00
H: -3.07439 -0.42052 -1.05808  0.08
O: -2.74312 0.82119 2.07238  -0.06
H: -1.78549 0.98509 2.08496  -0.01
H: -2.86880 1.28845 2.91358  0.05
O: 0.15214 -4.05941 2.36692  -0.06
H: 0.52459 -3.42390 1.75016  -0.01
H: -0.23307 -4.71191 1.77790  0.03
O: -1.90323 -3.07229 0.61987  -0.08
H: -1.98625 -3.66889 -0.12700  0.03
H: -2.01614 -2.15837 0.25036  0.00

Force components x, y, z for each atom (eV/Å):
1.4 0.7 -0.7
-1.3 0.3 -0.7
1.3 0.1 -0.4
0.7 0.0 1.4
-2.2 -1.4 0.6
1.7 -0.6 0.6
-1.8 -0.7 -0.4
-0.2 -0.8 0.4
-0.6 0.1 0.2
0.2 -0.3 -0.7
-0.2 0.5 -0.2
0.0 -0.3 -0.7
0.8 0.9 -0.2
-0.3 0.2 -0.2
-0.3 0.4 0.0
0.2 0.1 0.7
0.7 0.4 -0.6
0.1 0.7 0.0
-0.1 0.0 0.3
0.2 0.1 0.0
0.1 0.0 -0.1
-0.3 -0.6 0.7
0.5 -0.1 -0.3
0.0 0.3 -0.5
-0.5 0.3 -0.4
0.4 0.0 0.1
0.1 -0.2 0.3
-0.2 0.2 0.1
0.2 -0.1 -0.2
0.1 0.2 -0.1
-0.5 0.2 0.3
0.3 -0.3 -0.3
0.1 0.1 -0.1
0.1 0.6 -0.9
0.2 -0.3 0.4
-0.4 -0.4 0.2
0.7 0.8 -0.5
0.4 -0.2 0.8
-0.7 -0.5 0.4
-0.3 -1.2 1.7
-0.7 1.2 -0.9
0.5 0.4 -0.9
0.8 0.9 0.7
0.0 -0.6 -0.4
-1.0 -0.4 0.0
0.5 -0.2 0.2
-0.1 0.2 0.0
-0.3 0.0 0.1
0.2 0.4 -0.1
-0.2 0.0 -0.1
-0.4 -0.9 0.3